[1]
Here is an isolated molecule of C24H20N2O4 from the Open Molecules 2025 dataset. Energies are from ωB97M-V/def2-TZVPD.

Values from the calculation:
Largest force on an atom   1.399 eV/Å
Multiplicity   1
Highest occupied orbital energy   -8.05 eV
SMILES   COc1cc(NC(=O)c2cccc(C)c2)ccc1NC(=O)c1cc2ccccc2o1
Relative energy (zero: lowest compared OMol25 entry of this formula, charge and spin)   0.0 kcal/mol
E   -1337.07005 Ha
LUMO   0.368 eV

Cartesian coordinates (Å):
C  0.29355  3.08144  1.31383
O  -0.57527  2.87863  0.22813
C  -0.42609  1.76193  -0.53803
C  0.61211  0.85558  -0.40888
C  0.72048  -0.24203  -1.26553
N  1.79454  -1.10859  -1.06057
C  2.15375  -2.21716  -1.77783
O  1.57437  -2.61182  -2.76784
C  3.36517  -2.90599  -1.24212
C  3.67588  -2.95679  0.11365
C  4.80683  -3.63535  0.53137
C  5.63070  -4.25792  -0.38957
C  5.32757  -4.23098  -1.74646
C  6.19817  -4.93846  -2.73804
C  4.18705  -3.55736  -2.15610
C  -0.22081  -0.42644  -2.26967
C  -1.26816  0.46789  -2.38736
C  -1.40297  1.54744  -1.52932
N  -2.48319  2.43197  -1.68652
C  -3.28122  2.98715  -0.73607
O  -4.06192  3.87911  -1.01009
C  -3.18735  2.42860  0.62612
C  -3.49864  3.04158  1.80371
C  -3.22357  2.09342  2.82988
C  -3.30180  2.08828  4.22235
C  -2.92683  0.94394  4.89034
C  -2.47946  -0.18863  4.20458
C  -2.39477  -0.21236  2.82706
C  -2.77063  0.93993  2.15346
O  -2.75919  1.14986  0.82075
H  0.24743  2.25020  2.02571
H  -0.05749  3.98950  1.80138
H  1.32713  3.22629  0.98258
H  1.36349  0.99656  0.35388
H  2.40360  -0.85248  -0.29604
H  3.02680  -2.50511  0.85097
H  5.04637  -3.68099  1.58372
H  6.51427  -4.77988  -0.05142
H  7.24448  -4.88254  -2.44573
H  6.08212  -4.51120  -3.73064
H  5.91953  -5.99135  -2.78846
H  3.91443  -3.52471  -3.20070
H  -0.13352  -1.26261  -2.94100
H  -2.00944  0.32162  -3.15822
H  -2.68432  2.74120  -2.62948
H  -3.86304  4.04195  1.91201
H  -3.64793  2.96088  4.75441
H  -2.97779  0.91399  5.96860
H  -2.19462  -1.06483  4.76739
H  -2.05269  -1.08150  2.28792

***

[2]
Here is a structure of composition C8H20O22P2V4 from the Open Molecules 2025 dataset. Energies are from ωB97M-V/def2-TZVPD.

Values from the calculation:
Largest force on an atom   5.659 eV/Å
Multiplicity   1
Highest occupied orbital energy   -16.03 eV
Total charge   +2
Relative energy (zero: lowest compared OMol25 entry of this formula, charge and spin)   0.0 kcal/mol
E   -6430.40869 Ha
LUMO   -9.556 eV

Cartesian coordinates (Å):
O  -1.83983  4.79353  0.28819
V  -0.46249  4.10383  0.13641
O  0.21873  4.01630  1.54406
O  1.79009  1.13686  -2.58070
V  2.60839  1.37942  -1.23611
O  4.16131  1.20212  -1.63705
O  -4.37095  2.04195  0.57098
V  -3.75508  1.46306  1.98030
O  -4.94741  1.43046  3.09006
O  -0.90990  -4.20846  0.64932
V  -1.23122  -2.62807  0.67610
O  -1.04323  -2.21972  2.20285
O  -0.90945  -0.17671  0.34025
C  -0.78926  1.17095  0.30309
O  0.17896  1.66608  -0.29644
O  -1.66967  1.90047  0.83101
H  -0.20875  -0.41772  -0.32693
O  2.42250  -2.63251  0.80728
C  1.81254  -1.82135  -0.08033
O  2.35424  -0.72799  -0.35575
O  0.61540  -2.07134  -0.43414
H  3.16562  -2.02113  0.99665
C  4.54341  0.41731  4.14395
O  4.15067  0.65071  2.74000
P  3.44607  1.94528  2.26911
O  2.98571  1.93499  0.85382
O  2.32250  2.23548  3.38444
C  1.22334  1.28479  3.48647
O  4.52662  3.09164  2.58921
C  4.49168  4.20842  1.69407
H  4.52049  1.37745  4.65639
H  5.57405  0.09003  4.06907
H  3.81099  -0.26226  4.56428
H  0.82975  1.10225  2.48312
H  0.52875  1.71868  4.19391
H  1.66449  0.32856  3.76850
H  5.06178  5.02232  2.13251
H  3.50193  4.62101  1.47008
H  4.87091  4.00021  0.69179
C  -1.63905  -4.22517  -4.16803
O  -1.88602  -2.79086  -4.05799
P  -2.75717  -2.37287  -2.78165
O  -2.15465  -2.71193  -1.46404
O  -3.06965  -0.85915  -3.13624
C  -3.56915  0.01226  -2.15066
O  -4.19105  -3.08310  -2.92263
C  -4.87839  -3.05368  -4.18594
H  -0.59346  -4.42388  -3.96108
H  -1.91098  -4.52132  -5.17988
H  -2.33402  -4.77952  -3.53629
H  -3.27999  -0.22801  -1.11663
H  -4.65902  -0.01374  -2.16806
H  -3.14003  1.01092  -2.23773
H  -4.24026  -2.88603  -5.05634
H  -5.57239  -2.21522  -4.16773
H  -5.36841  -4.00557  -4.36892

***

[3]
Here is a structure of composition C31H37CaF5N3OSTe from the Open Molecules 2025 dataset. Energies are from ωB97M-V/def2-TZVPD.

Values from the calculation:
Largest force on an atom   2.732 eV/Å
Multiplicity   1
Highest occupied orbital energy   -4.68 eV
Total charge   -1
Relative energy (zero: lowest compared OMol25 entry of this formula, charge and spin)   49.5 kcal/mol
E   -3286.38091 Ha
LUMO   2.004 eV

Cartesian coordinates (Å):
Ca  -0.16161  -0.96822  -0.14679
C  -0.56000  3.99079  4.10846
C  -0.86184  3.68678  2.63755
C  -1.72511  4.79895  2.03740
C  0.42636  3.49385  1.85440
C  1.35074  4.53420  1.87134
C  2.58204  4.41239  1.26156
C  2.90329  3.23154  0.61899
C  2.00834  2.17129  0.55009
C  2.47117  0.91788  -0.16672
C  3.47669  0.11457  0.65780
C  3.03543  1.22665  -1.55495
C  0.74953  2.31091  1.16184
N  -0.23379  1.24778  1.08663
C  -1.32114  1.58874  0.39722
C  -2.38267  0.75686  0.04001
C  -3.64332  1.13980  -0.47574
C  -4.38866  -0.01316  -0.58687
C  -3.54404  -1.07560  -0.16487
N  -2.36222  -0.61990  0.21279
C  -3.82709  -2.55994  -0.15615
C  -2.82140  -3.26740  -1.07358
C  -5.24260  -2.83857  -0.66036
C  -3.67347  -3.09215  1.27359
H  -1.49047  4.02941  4.67866
H  -0.05666  4.95543  4.21720
H  0.06673  3.21650  4.54146
H  -1.43400  2.76239  2.61547
H  -1.20331  5.75886  2.06932
H  -2.65401  4.90266  2.60202
H  -1.98337  4.59867  0.99542
H  1.10229  5.45030  2.39439
H  3.29377  5.22831  1.29339
H  3.87718  3.13014  0.15517
H  1.59617  0.30114  -0.34038
H  4.34391  0.73664  0.89239
H  3.82652  -0.74539  0.07926
H  3.04183  -0.23200  1.59356
H  3.98383  1.76315  -1.48158
H  2.33638  1.82425  -2.14035
H  3.22457  0.29873  -2.09787
H  -1.38042  2.61658  0.03892
H  -3.95298  2.15154  -0.69142
H  -5.40466  -0.10013  -0.93662
H  -2.83212  -2.84730  -2.08072
H  -3.04653  -4.33580  -1.12950
H  -1.80357  -3.17518  -0.68363
H  -5.37525  -2.48936  -1.68652
H  -5.98594  -2.34650  -0.03024
H  -5.43963  -3.91281  -0.63847
H  -2.67732  -2.88846  1.66801
H  -3.85152  -4.17131  1.29490
H  -4.38628  -2.60929  1.94499
C  1.86744  -3.69362  0.18906
C  2.19420  -3.19263  -1.18914
C  3.28910  -3.74455  -1.89191
C  3.56470  -3.29169  -3.14478
C  2.76115  -2.29052  -3.73025
C  3.02758  -1.80440  -5.02921
C  2.22435  -0.82760  -5.54713
C  1.15358  -0.31289  -4.80314
C  0.84310  -0.74435  -3.52298
S  -0.49454  -0.02875  -2.67264
C  1.68108  -1.77744  -2.96740
N  1.43581  -2.24704  -1.70393
H  2.50453  -4.53394  0.45952
H  0.82750  -4.02228  0.24389
H  1.98867  -2.91172  0.94084
H  3.88826  -4.51346  -1.42317
H  4.39848  -3.69128  -3.71151
H  3.86210  -2.21293  -5.58612
H  2.41041  -0.43919  -6.54153
H  0.53310  0.46430  -5.23021
F  1.39708  0.51877  2.96277
Te  -0.28984  -0.38512  3.02007
F  -1.53536  -1.69031  3.65679
F  -2.01296  0.39848  2.73019
F  0.70931  -1.32936  4.34863
F  -0.49833  0.81486  4.46716
O  0.27978  -1.57052  1.75526

***

[4]
Here is a cluster of 3 separate species, C3H10N4 in total from the Open Molecules 2025 dataset. Energies are from ωB97M-V/def2-TZVPD.

Values from the calculation:
Largest force on an atom   2.183 eV/Å
Multiplicity   1
Highest occupied orbital energy (alpha / beta)   -7.12 / -7.88 eV
Relative energy (zero: lowest compared OMol25 entry of this formula, charge and spin)   166.9 kcal/mol
E   -339.06191 Ha
LUMO (alpha / beta)   -0.169 / 0.846 eV

Cartesian coordinates (Å):
C  0.34387  -1.68186  2.11624
N  0.62600  -0.38677  1.54190
N  1.54760  -0.40372  0.60981
H  -0.70587  0.13504  0.66095
H  1.42921  0.41895  -0.09312
H  1.77998  -1.29880  0.16955
H  0.27467  -2.48263  1.36240
H  1.12983  -1.94789  2.83396
H  -0.60266  -1.62090  2.65056
N  0.41247  1.55957  -0.89688
N  0.24283  1.83692  -2.23207
C  -1.25969  0.36539  -0.30171
C  -2.18866  0.12243  -1.05441
H  -0.06119  2.28959  -0.37027
H  -0.71815  2.04438  -2.50743
H  0.75435  1.17642  -2.80335
H  -3.00458  -0.12612  -1.68615